{
  "formula": "C32H32AsBeNO2PS4",
  "method": "wB97M-V/def2-TZVPD",
  "species": ["Be", "S", "As", "S", "S", "S", "C", "C", "C", "C", "C", "O", "C", "N", "C", "C", "C", "C", "C", "C", "P", "C", "C", "C", "C", "C", "C", "C", "C", "C", "C", "C", "C", "H", "H", "H", "H", "H", "H", "H", "H", "H", "H", "H", "H", "H", "H", "H", "H", "H", "H", "H", "H", "H", "H", "H", "H", "C", "C", "O", "C", "C", "C", "C", "C", "C", "H", "H", "H", "H", "H", "H", "H", "H"],
  "positions_angstrom": [[-0.687, 0.112, -0.128], [-2.083, 4.828, 0.834], [-1.672, 2.801, 1.093], [0.352, 2.377, 1.782], [-2.138, 1.572, -0.655], [-2.986, 2.025, 2.741], [-3.223, -2.537, 0.241], [-2.266, -2.923, -0.883], [-0.986, -3.559, -0.345], [-1.964, -1.740, -1.831], [-1.746, -2.203, -3.276], [-0.455, -1.684, -3.646], [0.051, -1.047, -2.571], [-0.705, -1.018, -1.537], [1.421, -0.523, -2.781], [2.096, -1.006, -3.918], [3.372, -0.584, -4.213], [3.995, 0.341, -3.378], [3.329, 0.814, -2.266], [2.035, 0.400, -1.929], [1.192, 1.216, -0.361], [1.277, 2.875, -1.170], [1.829, 4.015, -0.600], [1.812, 5.226, -1.276], [1.202, 5.328, -2.517], [0.616, 4.204, -3.082], [0.665, 2.988, -2.419], [2.610, 0.714, 0.690], [3.441, 1.568, 1.404], [4.470, 1.058, 2.188], [4.665, -0.311, 2.286], [3.826, -1.175, 1.592], [2.814, -0.664, 0.795], [-3.464, -3.404, 0.861], [-4.157, -2.136, -0.162], [-2.779, -1.780, 0.888], [-2.769, -3.669, -1.508], [-0.436, -2.846, 0.274], [-0.325, -3.886, -1.156], [-1.230, -4.433, 0.264], [-2.771, -1.009, -1.757], [-2.486, -1.820, -3.976], [-1.702, -3.288, -3.357], [1.606, -1.720, -4.563], [3.880, -0.965, -5.090], [4.995, 0.693, -3.602], [3.819, 1.541, -1.626], [2.223, 3.980, 0.403], [2.239, 6.105, -0.808], [1.158, 6.282, -3.027], [0.105, 4.275, -4.036], [0.196, 2.123, -2.869], [3.274, 2.635, 1.373], [5.112, 1.737, 2.737], [5.460, -0.706, 2.906], [3.960, -2.246, 1.674], [2.164, -1.339, 0.246], [-0.084, -1.911, 3.033], [-1.121, -1.021, 2.390], [-0.796, -0.558, 1.219], [-2.308, -0.729, 2.985], [-2.688, -1.340, 4.240], [-3.960, -1.323, 4.677], [-5.000, -0.709, 3.858], [-4.699, -0.025, 2.749], [-3.281, 0.214, 2.331], [0.837, -1.842, 2.457], [-0.407, -2.956, 3.057], [0.128, -1.596, 4.056], [-1.930, -1.853, 4.824], [-4.229, -1.806, 5.609], [-6.036, -0.812, 4.166], [-5.467, 0.453, 2.153], [-3.193, 0.198, 1.244]],
  "lowdin_charge": [-0.284, -0.129, -0.267, 0.163, 0.246, 0.545, -0.043, -0.360, -0.049, -0.237, -0.065, 0.004, -0.265, 0.105, -0.124, -0.025, -0.083, -0.070, -0.079, -0.234, 0.916, -0.375, -0.119, -0.082, -0.095, -0.079, -0.110, -0.394, -0.113, -0.083, -0.098, -0.087, -0.104, 0.089, 0.090, 0.046, 0.126, 0.063, 0.081, 0.083, 0.118, 0.130, 0.123, 0.110, 0.098, 0.102, 0.111, 0.059, 0.100, 0.096, 0.100, 0.095, 0.074, 0.100, 0.095, 0.100, 0.107, -0.006, -0.389, -0.177, -0.228, -0.062, -0.111, -0.117, -0.160, -0.584, 0.062, 0.084, 0.083, 0.098, 0.082, 0.089, 0.099, 0.016],
  "gap_ev": 6.33,
  "mol_weight_da": 705.79,
  "spin_multiplicity": 1,
  "total_charge": -1,
  "de_lowest_kj_mol": 48.05,
  "max_force_ev_per_a": 0.7
}

=====

{
  "formula": "C30H21F9IN7O3V",
  "method": "wB97M-V/def2-TZVPD",
  "species": ["V", "N", "C", "C", "N", "C", "C", "N", "C", "C", "N", "H", "H", "H", "H", "H", "H", "O", "C", "N", "C", "C", "O", "N", "C", "C", "C", "C", "C", "C", "C", "C", "C", "C", "C", "C", "H", "H", "H", "H", "H", "H", "H", "H", "H", "H", "H", "F", "C", "F", "F", "C", "O", "C", "F", "F", "F", "C", "F", "F", "F", "I", "C", "C", "C", "C", "C", "N", "H", "H", "H", "H"],
  "positions_angstrom": [[1.328, 0.210, -0.162], [5.286, 1.341, -0.885], [5.627, 0.024, -0.922], [4.472, -0.686, -0.731], [3.441, 0.178, -0.568], [3.953, 1.401, -0.660], [3.020, 2.479, -0.560], [1.723, 2.154, -0.532], [1.041, 3.334, -0.490], [1.929, 4.372, -0.461], [3.177, 3.818, -0.509], [5.942, 2.106, -0.943], [6.632, -0.315, -1.064], [4.348, -1.747, -0.709], [-0.031, 3.379, -0.486], [1.766, 5.431, -0.414], [4.039, 4.339, -0.441], [-1.236, 2.175, 1.411], [-1.464, 1.418, 0.491], [-2.662, 1.214, -0.092], [-2.625, 0.217, -1.144], [-1.105, -0.013, -1.207], [-0.475, -0.685, -2.001], [-0.507, 0.657, -0.189], [-3.269, -1.091, -0.706], [-3.612, -1.302, 0.625], [-4.165, -2.509, 1.014], [-4.373, -3.512, 0.084], [-4.026, -3.305, -1.240], [-3.469, -2.104, -1.639], [-3.202, 0.834, -2.408], [-4.532, 0.632, -2.756], [-5.078, 1.302, -3.839], [-4.313, 2.198, -4.565], [-2.990, 2.409, -4.216], [-2.436, 1.731, -3.144], [-3.512, 1.642, 0.236], [-3.445, -0.538, 1.371], [-4.430, -2.663, 2.046], [-4.792, -4.455, 0.393], [-4.191, -4.083, -1.967], [-3.169, -1.948, -2.665], [-5.143, -0.046, -2.178], [-6.110, 1.130, -4.105], [-4.749, 2.731, -5.397], [-2.391, 3.110, -4.777], [-1.399, 1.900, -2.879], [-0.981, -2.721, -0.071], [-0.270, -2.686, 1.043], [-0.604, -3.734, 1.774], [-0.620, -1.568, 1.708], [1.245, -2.551, 0.719], [1.389, -1.363, 0.134], [1.729, -3.707, -0.201], [2.976, -3.464, -0.602], [0.982, -3.818, -1.285], [1.717, -4.868, 0.444], [2.066, -2.543, 2.050], [1.496, -3.216, 3.036], [2.186, -1.268, 2.453], [3.296, -3.008, 1.882], [5.436, 0.815, 2.639], [3.444, 1.018, 3.327], [3.138, 0.592, 4.605], [1.816, 0.698, 5.007], [0.895, 1.247, 4.129], [1.326, 1.672, 2.882], [2.586, 1.536, 2.473], [3.905, 0.184, 5.243], [1.524, 0.360, 5.990], [-0.141, 1.357, 4.396], [0.642, 2.168, 2.204]],
  "lowdin_charge": [1.129, 0.125, -0.082, -0.088, 0.045, -0.282, -0.239, -0.001, -0.071, -0.027, 0.159, 0.174, 0.129, 0.108, 0.116, 0.129, 0.178, 0.051, -0.542, 0.178, -0.257, -0.440, 0.099, 0.022, -0.171, -0.034, -0.069, -0.072, -0.059, -0.034, -0.142, -0.022, -0.063, -0.075, -0.068, -0.020, 0.178, 0.115, 0.108, 0.107, 0.109, 0.131, 0.119, 0.109, 0.107, 0.105, 0.113, 0.202, -0.546, 0.209, 0.170, -0.210, -0.192, -0.557, 0.167, 0.212, 0.208, -0.532, 0.208, 0.149, 0.193, 0.933, -0.779, -0.130, -0.041, -0.030, -0.137, 0.010, 0.099, 0.118, 0.115, 0.075],
  "gap_ev": [7.78, 7.85],
  "mol_weight_da": 876.37,
  "spin_multiplicity": 3,
  "total_charge": 1,
  "de_lowest_kj_mol": 247.38,
  "s_squared": 2.01,
  "max_force_ev_per_a": 6.4
}

=====

{
  "formula": "C32H66FNO27P3",
  "method": "wB97M-V/def2-TZVPD",
  "species": ["C", "C", "O", "C", "O", "C", "N", "C", "C", "C", "C", "O", "P", "C", "O", "C", "F", "P", "O", "C", "C", "C", "O", "C", "P", "O", "O", "O", "H", "H", "H", "H", "H", "H", "H", "H", "H", "H", "H", "H", "H", "H", "H", "H", "H", "H", "H", "H", "H", "H", "H", "H", "H", "H", "H", "H", "H", "H", "C", "O", "C", "O", "O", "C", "H", "H", "H", "H", "H", "H", "C", "O", "C", "O", "O", "C", "H", "H", "H", "H", "H", "H", "C", "O", "C", "O", "O", "C", "H", "H", "H", "H", "H", "H", "C", "O", "C", "O", "O", "C", "H", "H", "H", "H", "H", "H", "C", "O", "C", "O", "O", "C", "H", "H", "H", "H", "H", "H", "C", "O", "C", "O", "O", "C", "H", "H", "H", "H", "H", "H"],
  "positions_angstrom": [[-0.942, 3.676, 2.219], [-1.374, 2.204, 2.199], [-1.615, 1.741, 0.880], [-0.302, 1.291, 2.838], [0.075, 0.205, 1.968], [1.238, 0.174, 1.420], [2.317, 0.662, 1.952], [3.525, 0.535, 1.126], [4.379, 1.832, 1.080], [4.066, 2.921, 2.123], [4.692, 2.759, 3.502], [3.900, 1.944, 4.377], [4.466, -1.021, 1.803], [5.761, -0.391, 2.917], [3.348, -1.564, 2.893], [2.838, 0.271, -0.245], [2.440, 1.510, -0.766], [4.027, -0.344, -1.545], [4.923, 0.769, -1.946], [1.476, -0.461, 0.054], [1.570, -1.994, 0.226], [1.774, -2.807, -1.067], [3.081, -3.371, -1.122], [0.321, 0.035, -0.861], [-1.223, -0.908, -0.908], [-1.747, -1.450, 0.359], [-1.049, -2.061, -2.011], [-2.157, 0.169, -1.624], [-1.295, 4.179, 3.123], [0.144, 3.802, 2.177], [-1.362, 4.213, 1.364], [-2.294, 2.137, 2.790], [-2.124, 2.412, 0.412], [0.559, 1.896, 3.128], [-0.691, 0.825, 3.744], [2.336, 1.053, 2.885], [4.265, 2.291, 0.099], [5.429, 1.537, 1.131], [2.987, 3.072, 2.244], [4.441, 3.856, 1.694], [4.838, 3.739, 3.970], [5.676, 2.300, 3.423], [3.057, 2.391, 4.508], [6.351, 0.411, 2.480], [5.371, -0.099, 3.897], [6.434, -1.244, 3.057], [3.711, -1.599, 3.787], [3.198, -0.839, -2.566], [4.722, -1.407, -0.967], [0.645, -2.336, 0.700], [2.375, -2.261, 0.913], [1.615, -2.174, -1.945], [1.037, -3.610, -1.129], [3.323, -3.463, -2.052], [0.674, 0.108, -1.897], [0.007, 1.031, -0.546], [-1.246, -2.900, -1.570], [-3.082, -0.054, -1.434], [3.398, -2.263, -7.778], [2.460, -3.336, -7.621], [2.209, -3.682, -6.368], [2.691, -3.174, -5.383], [1.330, -4.678, -6.374], [0.953, -5.164, -5.085], [3.489, -2.108, -8.848], [3.026, -1.357, -7.302], [4.363, -2.535, -7.356], [0.481, -4.374, -4.501], [1.819, -5.554, -4.554], [0.240, -5.961, -5.267], [-7.708, -2.390, -5.691], [-6.373, -2.888, -5.551], [-5.617, -2.206, -4.698], [-5.959, -1.243, -4.061], [-4.409, -2.769, -4.660], [-3.495, -2.110, -3.780], [-8.192, -3.042, -6.411], [-8.233, -2.430, -4.739], [-7.697, -1.367, -6.064], [-3.876, -2.135, -2.758], [-3.336, -1.084, -4.098], [-2.563, -2.658, -3.847], [5.451, -4.068, 0.540], [6.240, -4.306, 1.713], [6.089, -5.526, 2.234], [5.371, -6.387, 1.803], [6.866, -5.617, 3.311], [6.809, -6.888, 3.972], [5.666, -3.051, 0.236], [5.728, -4.762, -0.251], [4.395, -4.171, 0.767], [7.137, -7.680, 3.304], [5.798, -7.093, 4.319], [7.485, -6.810, 4.818], [0.281, -0.785, -5.307], [-1.075, -0.395, -5.097], [-1.478, 0.645, -5.834], [-0.800, 1.251, -6.619], [-2.752, 0.880, -5.540], [-3.340, 1.970, -6.262], [0.460, -1.635, -4.652], [0.439, -1.087, -6.341], [0.964, 0.024, -5.048], [-3.319, 1.774, -7.332], [-2.815, 2.898, -6.047], [-4.367, 2.032, -5.915], [-1.121, 7.482, 6.056], [-2.353, 7.182, 6.713], [-2.817, 5.955, 6.502], [-2.294, 5.108, 5.819], [-3.959, 5.817, 7.161], [-4.564, 4.525, 7.034], [-0.884, 8.506, 6.327], [-0.332, 6.816, 6.398], [-1.233, 7.401, 4.976], [-3.911, 3.757, 7.442], [-4.791, 4.306, 5.992], [-5.484, 4.565, 7.608], [-6.304, 1.134, 2.116], [-6.750, 1.678, 3.360], [-7.608, 2.694, 3.233], [-7.992, 3.159, 2.194], [-7.958, 3.098, 4.451], [-8.888, 4.189, 4.467], [-5.622, 0.328, 2.372], [-7.142, 0.743, 1.544], [-5.786, 1.892, 1.529], [-9.815, 3.907, 3.974], [-8.460, 5.063, 3.979], [-9.074, 4.401, 5.514]],
  "lowdin_charge": [-0.013, -0.352, -0.043, -0.034, 0.092, -0.233, 0.178, -0.402, -0.128, -0.148, -0.230, -0.080, 1.000, -0.228, -0.282, -0.424, -0.001, 0.812, -0.387, -0.264, -0.073, -0.236, -0.088, -0.113, 0.451, -0.251, -0.137, -0.106, 0.083, 0.074, 0.089, 0.146, 0.109, 0.110, 0.149, 0.136, 0.108, 0.103, 0.106, 0.128, 0.125, 0.106, 0.083, 0.039, 0.048, 0.053, 0.072, 0.034, -0.006, 0.127, 0.087, 0.089, 0.119, 0.098, 0.115, 0.096, 0.098, 0.102, -0.023, 0.015, -0.637, 0.089, 0.016, -0.030, 0.099, 0.092, 0.100, 0.082, 0.098, 0.099, -0.031, 0.010, -0.623, 0.119, 0.019, -0.053, 0.095, 0.098, 0.097, 0.095, 0.075, 0.080, -0.083, -0.010, -0.627, 0.133, 0.002, -0.031, 0.034, 0.105, 0.077, 0.100, 0.098, 0.095, -0.034, -0.017, -0.618, 0.141, -0.008, -0.021, 0.074, 0.101, 0.101, 0.101, 0.098, 0.096, -0.036, 0.013, -0.628, 0.097, 0.015, -0.029, 0.097, 0.095, 0.094, 0.098, 0.093, 0.097, -0.042, -0.001, -0.629, 0.129, 0.000, -0.031, 0.092, 0.100, 0.091, 0.100, 0.098, 0.094],
  "gap_ev": 9.11,
  "mol_weight_da": 1008.78,
  "spin_multiplicity": 1,
  "total_charge": 1,
  "max_force_ev_per_a": 1.3
}